1.
ORCA calculation (ωB97M-V/def2-TZVPD) on a cluster of 2 separate species, C25H31ClN3O8 in total in a non-equilibrium geometry.

Last column: Löwdin charge in e.
Cartesian coordinates (Å):
Cl (6.3992, 1.0011, -2.6290)  0.5521
O (5.6648, -2.5502, 1.7567)  -0.0582
O (2.8219, 2.6802, -1.5503)  -0.0812
O (5.6864, -0.2999, 2.5951)  0.0240
O (2.6130, 3.1497, -3.5732)  0.0831
O (-5.4761, 2.7257, -1.6261)  -0.0088
O (-6.2834, 1.7147, 0.2061)  0.0463
O (0.6266, -4.8205, 1.8168)  -0.1136
O (7.8174, 1.0781, -0.1923)  -0.0568
N (0.7551, -6.2849, -0.5636)  -0.0401
N (3.2414, 2.4135, -2.8286)  -0.0076
N (1.4608, 0.5217, -1.0498)  -0.0128
C (-4.6983, -0.7272, 0.6391)  -0.1190
C (3.8498, -0.6821, 0.7795)  0.1103
C (-3.3803, 0.2522, 0.4912)  -0.1426
C (0.2438, 1.0158, -1.8602)  -0.1133
C (5.3143, 1.7806, 0.1609)  -0.1029
C (2.7378, 1.3461, -0.8686)  -0.0021
C (5.2613, -3.0258, 3.1218)  -0.1582
C (-1.8832, 2.4689, 1.6787)  -0.0367
C (-2.2872, 0.0426, -0.7533)  0.0095
C (-3.1872, 1.4228, 1.6694)  -0.0022
C (6.1217, -3.8729, 3.9926)  0.0209
C (-0.8086, 2.2465, 0.4308)  -0.0386
C (1.3197, -0.8778, -0.4149)  0.1260
C (5.1024, -1.1674, 1.7221)  -0.2066
C (-7.5107, 3.5977, -0.5552)  0.0125
C (4.0025, 0.8040, 0.0472)  0.0393
C (2.3773, -3.0574, 1.2354)  -0.1130
C (1.1905, -4.0359, 0.6682)  -0.3055
C (2.4636, -1.5826, 0.5246)  0.0229
C (6.6027, 1.2681, -0.7744)  -0.5391
C (-0.9990, 1.0725, -0.7423)  -0.1570
C (-5.6244, 3.5807, -2.7722)  -0.2277
C (-5.1582, 4.9903, -2.4612)  -0.0651
C (-6.3990, 2.5947, -0.6442)  -0.4793
C (1.8130, -5.1934, -0.3662)  -0.2117
H (-4.9905, 3.1555, -3.5550)  0.1224
H (2.0685, -4.6666, -1.3917)  0.1250
H (-6.6489, 3.5569, -3.1579)  0.1168
H (2.7846, -5.6741, 0.1040)  0.1321
H (-4.7900, -0.9941, 1.7925)  0.0950
H (-7.2035, 4.4213, 0.0906)  0.1009
H (7.0691, -3.3715, 4.4751)  0.0909
H (0.2758, -3.4859, 0.1882)  0.1401
H (-5.6865, -0.2776, 0.2019)  0.0682
H (5.7204, 1.9388, 1.2542)  0.1421
H (-5.7621, 5.4495, -1.6752)  0.0690
H (-0.1613, -5.7699, -0.5366)  0.0733
H (-5.2105, 5.6200, -3.3540)  0.0851
H (-4.4931, -1.7677, 0.0912)  0.0868
H (0.2976, -1.4548, -0.6034)  0.1374
H (3.3947, -3.6717, 1.1229)  0.1328
H (-1.7238, 3.2845, 2.5297)  0.0979
H (-8.3856, 3.1084, -0.1142)  0.0986
H (-4.0094, 1.5022, 2.5131)  0.1044
H (1.3663, -5.1983, 2.3773)  0.1141
H (4.2148, -2.6901, 3.5878)  0.1419
H (0.1434, 2.9648, 0.4499)  0.0889
H (2.1811, -2.9246, 2.3951)  0.1390
H (0.4069, 2.0736, -2.3334)  0.1328
H (-0.0051, 0.2121, -2.6796)  0.1460
H (-2.3860, -0.7915, -1.5779)  0.0985
H (-7.8344, 3.9781, -1.5214)  0.0744
H (5.0752, 2.8764, -0.2479)  0.1431
H (5.8127, -5.0033, 4.1255)  0.0886
H (0.8115, -6.9689, 0.2391)  0.0827
H (-4.1234, 4.9782, -2.1004)  0.0839

## Properties
Multiplicity: 1
Gap between HOMO and LUMO (eV): 5.1
E_tot (eV): -59764.553
LUMO energy (eV): -5.65
HOMO energy (eV): -10.8
Charge: +1

=====

2.
ORCA calculation (ωB97M-V/def2-TZVPD) on a cluster of 2 separate species, C25H31ClN4O4 in total in a non-equilibrium geometry.

Last column: Löwdin charge in e.
Cartesian coordinates (Å):
Cl (-0.8854, 1.2720, 2.1164)  0.6723
O (3.6706, 2.7499, 2.8144)  0.0451
O (4.1523, -3.5410, 2.7450)  0.0491
O (-4.9872, 0.3853, -0.9945)  -0.0152
O (4.7871, 3.9326, -1.3660)  0.0278
N (-1.2174, -3.8397, 0.9419)  0.0236
N (5.2419, 3.3275, 1.3158)  0.0341
N (-2.0650, -4.6032, 0.1946)  0.0573
N (2.7485, 3.6045, -0.4397)  0.1179
C (6.3040, 3.6878, 2.2549)  -0.0473
C (2.5404, -0.9081, 0.7477)  -0.0212
C (-2.6944, -2.3923, 0.1555)  -0.1099
C (3.6098, -0.0053, 0.5875)  -0.2147
C (-5.6062, -1.4894, -3.2119)  -0.1860
C (-2.9540, -3.7598, -0.2790)  -0.0919
C (3.0275, 5.3342, -2.1033)  0.0051
C (4.0275, 2.8697, 1.6455)  -0.4628
C (-6.6965, -2.3213, -2.5307)  -0.1962
C (3.9805, -2.3835, 2.0552)  -0.3120
C (3.0383, 2.5159, 0.5145)  -0.1773
C (4.8629, -0.2898, 1.1666)  -0.0185
C (-1.5872, -0.1379, 1.3683)  -0.6439
C (3.6029, 4.2228, -1.2588)  -0.5371
C (-4.5871, -0.9881, -0.9109)  -0.4416
C (-4.3275, -1.4413, -2.3638)  -0.1084
C (-1.5646, -2.5006, 0.9428)  -0.2054
C (-7.0171, -1.7668, -1.1409)  -0.1868
C (-2.7338, -0.0214, 0.5735)  -0.0351
C (-1.0012, -1.3881, 1.5603)  -0.0505
C (-5.7620, -1.7469, -0.2590)  -0.1078
C (3.4284, 1.2421, -0.2573)  -0.1025
C (5.0512, -1.4757, 1.9029)  -0.0066
C (-3.3220, -1.1409, -0.0557)  -0.0625
C (2.7268, -2.0973, 1.4784)  -0.0080
H (-7.4238, -0.7548, -1.2334)  0.1092
H (5.4219, 3.4515, 0.3237)  0.0948
H (2.6608, 1.0422, -1.0063)  0.1222
H (2.6509, 6.1228, -1.4553)  0.0850
H (2.1001, 2.2874, 1.0214)  0.1357
H (2.2211, 4.9394, -2.7180)  0.0837
H (1.5821, -0.6965, 0.2928)  0.1026
H (-5.4754, -2.7804, -0.0535)  0.1092
H (7.2206, 3.1589, 1.9910)  0.0786
H (6.4867, 4.7623, 2.2102)  0.0809
H (-6.3645, -3.3611, -2.4435)  0.1150
H (1.9225, -2.8049, 1.5937)  0.0906
H (-7.6017, -2.3125, -3.1461)  0.1094
H (-5.3751, -1.9219, -4.1907)  0.1133
H (-6.0007, -1.2826, 0.7033)  0.1316
H (-5.7958, 0.4589, -1.5263)  0.0849
H (1.7995, 3.9397, -0.4529)  0.1459
H (-3.8787, -2.4348, -2.3796)  0.1035
H (5.0264, -3.5970, 3.1319)  0.1000
H (5.6843, 0.4022, 1.0401)  0.1095
H (-3.7800, -4.0604, -0.9146)  0.1013
H (4.3593, 1.4193, -0.7971)  0.1154
H (6.0126, -1.6901, 2.3421)  0.1050
H (3.8112, 5.7339, -2.7462)  0.0865
H (-7.7850, -2.3868, -0.6673)  0.1138
H (-5.9758, -0.4731, -3.3812)  0.1090
H (-3.6078, -0.7593, -2.8279)  0.1309
H (-0.1196, -1.4777, 2.1862)  0.1006
H (-0.4246, -4.2165, 1.4635)  0.1577
H (-3.1667, 0.9659, 0.4536)  0.1080
H (6.0234, 3.4201, 3.2763)  0.0829

## Properties
Multiplicity: 1
ΔE to the lowest compared entry with this formula, charge and spin (kcal per mole): 16.4
Gap between HOMO and LUMO (eV): 9.0
E_tot (eV): -53102.344
LUMO energy (eV): 0.58
HOMO energy (eV): -8.4
Charge: 0

=====

3.
ORCA calculation (ωB97M-V/def2-TZVPD) on a structure of composition C25H31I2N2PtSb2Se4 in a non-equilibrium geometry.

Last column: Löwdin charge in e.
Cartesian coordinates (Å):
Pt (0.7487, 0.0088, 0.7236)  -0.0501
I (-1.1840, 0.2500, -1.5503)  0.8134
I (-3.4205, -1.9771, 0.0317)  0.6377
Sb (2.6833, -1.6326, 0.0826)  -0.2624
Sb (1.9022, 2.1306, -0.2105)  1.2000
Se (4.0033, -3.5288, 0.9637)  -0.2644
Se (2.1713, -1.9325, -2.2920)  -0.1246
Se (0.4043, -2.2458, 1.5432)  -0.0121
Se (4.1557, 0.3660, 0.8247)  0.0436
N (-0.6612, 0.6423, 2.3669)  0.0004
N (-1.0372, 0.3671, 4.6543)  -0.0902
C (3.7088, 6.0083, 0.5273)  -0.0882
C (2.9384, 3.7408, 0.7153)  -0.3740
C (-1.5113, 4.8525, -0.2240)  -0.0954
C (3.0514, 4.9147, -0.0053)  -0.1286
C (4.3302, 2.3694, -2.0914)  -0.1564
C (-0.8125, 0.9525, 5.9563)  -0.2075
C (0.2344, 3.9668, -2.1833)  -0.1351
C (3.1289, 1.3248, -4.3534)  -0.0991
C (2.9927, 2.0007, -2.0506)  -0.3834
C (2.3933, 1.4796, -3.1899)  -0.2007
C (-3.4816, 0.1980, 4.1394)  -0.0722
C (-2.1736, -0.5169, 4.4777)  -0.2021
C (1.1017, 1.2755, 3.8296)  -0.0181
C (-1.6148, 5.3407, -1.5150)  -0.1027
C (0.3484, 3.4822, -0.8915)  -0.4145
C (-0.5351, 3.9239, 0.0802)  -0.1507
C (4.1406, 4.7631, 2.5267)  -0.0911
C (4.2565, 5.9348, 1.7982)  -0.1004
C (-0.7456, 4.8939, -2.4940)  -0.0930
C (-1.3704, 2.3744, 6.0452)  -0.0649
C (-1.7127, -1.8050, -1.2306)  -1.1541
C (-0.2831, 0.7474, 3.5915)  -0.4502
C (3.4851, 3.6704, 1.9830)  -0.1531
C (4.4630, 1.6908, -4.3885)  -0.0936
C (5.0594, 2.2203, -3.2572)  -0.0894
H (-0.9801, 2.9846, 5.2354)  0.0698
H (3.8024, 6.9204, -0.0498)  0.0998
H (-0.4489, 3.5374, 1.0931)  0.0895
H (-1.0909, 2.8356, 6.9886)  0.0719
H (-0.8346, 5.2728, -3.5028)  0.0984
H (1.6194, 1.2442, 2.8660)  0.0093
H (2.6525, 0.8989, -5.2245)  0.1020
H (-2.3741, 6.0734, -1.7496)  0.0949
H (-1.9258, -1.2395, 3.6911)  0.0977
H (-2.4537, 2.3698, 5.9659)  0.0601
H (2.6113, 4.9778, -0.9910)  0.0971
H (1.3539, 1.1667, -3.1813)  0.0454
H (-2.2984, -1.0862, 5.4044)  0.1201
H (-2.1883, 5.1936, 0.5478)  0.0977
H (0.2565, 0.9665, 6.1753)  0.1085
H (-1.2897, 0.3241, 6.7102)  0.1187
H (1.1025, 2.3084, 4.1724)  0.0857
H (-4.2354, -0.5318, 3.8603)  0.0715
H (1.6455, 0.6444, 4.5312)  0.0994
H (-1.5757, 0.2170, 2.2265)  0.0232
H (5.0428, 1.5457, -5.2911)  0.0968
H (-0.8831, -2.3129, -0.7429)  -0.1440
H (-1.9559, -2.2497, -2.1883)  -0.0374
H (3.4137, 2.7526, 2.5531)  0.0550
H (4.7827, 6.7836, 2.2171)  0.0962
H (-3.3496, 0.8806, 3.3052)  0.0705
H (4.8116, 2.7604, -1.2032)  0.0837
H (0.9148, 3.6322, -2.9572)  0.0883
H (4.5668, 4.6898, 3.5182)  0.0993
H (-3.8494, 0.7692, 4.9878)  0.0605
H (6.1028, 2.5000, -3.2799)  0.0978

## Properties
Multiplicity: 1
Gap between HOMO and LUMO (spin up / spin down) (eV): 4.3 / 4.3
E_tot (eV): -323318.482
LUMO energy (spin up / spin down) (eV): 0.43 / 0.42
HOMO energy (spin up / spin down) (eV): -3.9 / -3.8
Charge: -1

=====

4.
ORCA calculation (ωB97M-V/def2-TZVPD) on a structure of composition C25H31IrN8O2 in a non-equilibrium geometry.

Last column: Mulliken spin population.
Cartesian coordinates (Å):
Ir (-1.2820, -0.4496, -0.2464)  2.8859
O (-3.2262, -3.3610, 1.3102)  0.0402
O (0.8072, -2.0513, -0.2630)  0.0797
N (4.4321, 1.5679, 1.0050)  0.0001
N (1.6376, 2.1927, 1.4064)  0.0065
N (-3.2003, 0.5719, 0.7580)  0.2346
N (3.7994, 2.7517, 0.5790)  0.0009
N (0.0872, 0.7856, 0.8008)  0.1775
N (-2.7573, -0.6631, -1.8389)  0.1535
N (-1.3025, -2.3804, 0.4730)  0.3695
N (5.3947, 1.3248, 0.2482)  0.0002
C (2.6518, 3.2123, 1.3425)  0.0007
C (0.0075, -2.7991, 0.2862)  -0.0473
C (4.2405, 4.3906, -1.3022)  -0.0002
C (-3.5199, -0.1783, 1.9880)  0.0177
C (4.4274, 3.2420, -0.4888)  0.0001
C (0.1698, -4.1493, 0.8589)  0.0360
C (5.4745, 2.3238, -0.7267)  0.0001
C (-2.7264, 0.4732, -2.7856)  -0.0082
C (0.8131, 1.8112, 0.3994)  0.0053
C (5.1318, 4.5566, -2.3329)  0.0000
C (6.3626, 2.4964, -1.7526)  0.0000
C (-0.1867, -6.5921, 2.0502)  0.0141
C (1.4262, 1.3507, 2.4856)  -0.0152
C (-2.5364, -1.9186, -2.6008)  0.0171
C (0.7650, 2.4508, -0.9388)  -0.0064
C (-2.0428, -3.4067, 1.0854)  0.0241
C (1.2656, -4.9829, 0.9581)  0.0000
C (-2.9808, 1.9850, 1.0949)  -0.0118
C (-4.2951, 0.4350, -0.2276)  -0.0442
C (-4.0672, -0.7556, -1.1373)  0.0324
C (-1.0817, -4.5222, 1.3435)  0.0064
C (0.4661, 0.4854, 2.1008)  -0.0059
C (1.0657, -6.2180, 1.5679)  0.0071
C (6.1741, 3.6389, -2.5637)  0.0001
C (-1.2882, -5.7461, 1.9438)  -0.0060
H (-4.0610, -1.6828, -0.5605)  -0.0022
H (-3.3233, -2.0397, -3.3497)  0.0022
H (5.0409, 5.4176, -2.9808)  0.0000
H (-2.2633, -6.0333, 2.3134)  -0.0001
H (-5.2536, 0.3149, 0.2853)  0.0003
H (-1.7971, 0.4356, -3.3508)  0.0033
H (-2.5569, -2.7625, -1.9161)  -0.0016
H (3.4509, 5.1072, -1.1172)  0.0000
H (1.9892, 1.4399, 3.3986)  -0.0006
H (-0.0448, 2.0051, -1.5149)  0.0034
H (0.0293, -0.3354, 2.6438)  0.0023
H (-4.3899, 0.2636, 2.4850)  0.0107
H (1.6944, 2.2892, -1.4897)  0.0063
H (-2.2062, 2.0587, 1.8570)  0.0048
H (-1.5687, -1.8737, -3.0961)  -0.0003
H (1.8956, -6.9046, 1.6678)  0.0002
H (2.2341, -4.6916, 0.5751)  -0.0005
H (6.8587, 3.8154, -3.3828)  0.0000
H (-4.3621, 1.3566, -0.8051)  0.0027
H (-3.8958, 2.4422, 1.4848)  0.0052
H (2.9761, 3.4334, 2.3575)  -0.0003
H (-2.6634, 2.5357, 0.2082)  0.0004
H (-3.7264, -1.2197, 1.7510)  -0.0032
H (-4.8671, -0.8234, -1.8815)  -0.0019
H (-3.5672, 0.4053, -3.4822)  -0.0006
H (7.1729, 1.8020, -1.9301)  0.0000
H (-0.3033, -7.5616, 2.5158)  0.0004
H (-2.7825, 1.4200, -2.2524)  0.0037
H (0.5825, 3.5248, -0.8659)  0.0051
H (2.2706, 4.1225, 0.8846)  0.0006
H (-2.6692, -0.1338, 2.6679)  -0.0051

## Properties
Multiplicity: 5
ΔE to the lowest compared entry with this formula, charge and spin (kcal per mole): 1.2
<S²>: 6.01
Gap between HOMO and LUMO (spin up / spin down) (eV): 7.3 / 4.0
E_tot (eV): -45265.486
LUMO energy (spin up / spin down) (eV): -5.72 / -9.01
HOMO energy (spin up / spin down) (eV): -13.0 / -13.0
Charge: +2

=====

Number 1 is which compound?
C25H31ClN3O8

=====

Which formula does entry 2 have?
C25H31ClN4O4

=====

What is the formula in the second record?
C25H31ClN4O4